{
  "formula": "C25H31CuN4O3PS4",
  "method": "wB97M-V/def2-TZVPD",
  "species": ["Cu", "S", "S", "S", "S", "P", "O", "O", "O", "N", "N", "N", "N", "C", "C", "C", "C", "C", "C", "C", "C", "C", "C", "C", "C", "C", "C", "C", "C", "C", "C", "C", "C", "C", "C", "C", "C", "C", "H", "H", "H", "H", "H", "H", "H", "H", "H", "H", "H", "H", "H", "H", "H", "H", "H", "H", "H", "H", "H", "H", "H", "H", "H", "H", "H", "H", "H", "H", "H"],
  "positions_angstrom": [[-0.235726, -1.899372, -1.094209], [0.797654, 0.092616, -3.458146], [-0.019021, -0.041121, 1.044424], [2.294426, -0.676228, 3.377575], [-2.466846, -1.213422, -1.611089], [0.720385, 0.360818, 2.859017], [1.120402, 1.909718, 2.989067], [0.907258, -0.677938, -2.143762], [-0.460224, 0.334213, 3.965996], [-4.280425, -1.652614, 0.266700], [1.207429, -3.399182, -0.916860], [-1.237421, -3.207688, 0.017996], [-2.484286, -2.997473, 0.452440], [3.673156, 2.737172, -4.387015], [-0.499638, 1.320379, -3.352692], [-0.647948, -4.307639, 0.258118], [1.441077, -5.623334, -0.124807], [-1.973631, 2.706486, -2.098589], [-0.186005, 3.310747, 4.492359], [3.631752, 2.531162, -1.979899], [-1.072437, 1.736964, -4.548784], [-0.931690, 1.789911, -2.122577], [-1.426289, -0.713156, 4.282361], [-2.108643, 2.656066, -4.509824], [2.438483, -3.448875, -1.422447], [3.232889, -4.574611, -1.315587], [-2.631399, -0.629349, 3.352174], [-0.818762, -2.106571, 4.279805], [-2.556688, 3.139428, -3.285159], [-0.824831, 3.126510, 2.062921], [2.149688, 1.239930, -3.323423], [2.623876, 1.581467, -2.065996], [4.142917, 3.117253, -3.133766], [-3.065737, -2.000419, -0.184695], [0.714298, -4.457094, -0.257298], [0.307642, 3.101683, 3.071792], [2.667134, 1.785861, -4.488617], [2.717094, -5.682556, -0.664433], [4.915871, 3.873949, -3.058533], [1.004152, -6.473892, 0.381790], [-3.101650, 0.356604, 3.417460], [4.016215, 2.814692, -1.007556], [-1.259631, 4.133122, 2.036079], [-0.716056, 1.341933, -5.497397], [-0.675390, 4.288484, 4.568878], [2.780504, -2.555483, -1.933115], [2.214506, 1.107214, -1.173916], [-0.493645, 1.421163, -1.195236], [-1.736487, -0.452845, 5.290536], [-0.434213, -2.349172, 3.286666], [-3.366099, 3.859834, -3.252708], [-0.897569, 2.532137, 4.764428], [0.649472, 3.278523, 5.193636], [1.014211, 3.891579, 2.826826], [0.004549, -2.182215, 4.987416], [-2.576478, 2.980841, -5.431078], [3.300076, -6.591080, -0.584943], [4.090805, 3.175237, -5.285514], [-2.311541, -0.795120, 2.324752], [-2.341198, 3.067825, -1.145785], [-4.559802, -1.959701, 1.184696], [4.228054, -4.580735, -1.740353], [-1.141070, -5.106836, 0.798026], [-4.741693, -0.870213, -0.157287], [-0.451921, 2.875550, 1.071614], [-1.602700, 2.409137, 2.335588], [-1.596433, -2.831542, 4.543865], [-3.364606, -1.399050, 3.626867], [2.289857, 1.470320, -5.458772]],
  "atomic_forces_ev_per_a": [[-0.459, 0.247, 0.412], [0.166, 0.078, 0.135], [-0.332, 0.021, -0.537], [-0.140, 0.003, -0.022], [0.568, 0.028, 0.122], [0.521, -0.342, 0.371], [-0.081, 0.175, -0.115], [-0.290, 0.117, -0.347], [-0.522, -0.265, 0.014], [-0.129, 0.144, -0.045], [0.070, 0.354, -0.160], [-0.006, 0.232, -0.427], [-0.056, 0.143, 0.206], [-0.022, 0.015, 0.047], [-0.236, -0.260, 0.155], [0.353, -0.337, 0.112], [0.178, -0.271, 0.054], [-0.007, 0.024, -0.077], [-0.004, 0.094, 0.056], [0.024, 0.051, -0.061], [0.079, -0.172, -0.029], [0.009, -0.058, 0.130], [0.314, 0.078, -0.472], [-0.014, 0.087, 0.052], [-0.209, 0.204, 0.005], [0.098, -0.091, 0.010], [0.033, 0.100, 0.046], [-0.010, 0.048, -0.038], [0.067, -0.001, 0.057], [-0.061, 0.123, -0.005], [0.223, -0.027, -0.017], [-0.022, -0.066, 0.179], [-0.020, -0.027, -0.052], [-0.011, -0.278, -0.098], [-0.139, 0.065, -0.056], [-0.125, -0.334, 0.075], [0.006, -0.026, -0.024], [-0.051, -0.063, 0.015], [-0.026, -0.089, 0.004], [0.041, 0.033, 0.030], [0.016, -0.095, -0.002], [-0.037, -0.015, -0.044], [0.031, -0.132, 0.049], [-0.091, 0.007, 0.121], [0.067, -0.101, 0.004], [-0.061, -0.027, 0.066], [0.044, 0.091, -0.140], [-0.044, 0.032, -0.094], [-0.012, 0.018, 0.182], [-0.029, -0.016, 0.022], [0.022, -0.075, -0.017], [0.021, 0.059, 0.004], [-0.043, 0.003, -0.028], [0.110, 0.093, -0.057], [0.019, 0.010, -0.017], [0.041, 0.012, 0.042], [-0.004, 0.024, 0.037], [-0.019, 0.000, 0.059], [-0.019, -0.007, -0.002], [0.044, -0.003, -0.031], [0.011, -0.040, -0.090], [-0.064, 0.012, 0.029], [-0.004, 0.009, 0.102], [-0.030, 0.073, 0.071], [-0.048, -0.016, -0.038], [0.049, 0.025, -0.080], [0.085, 0.077, -0.002], [0.102, 0.155, 0.028], [0.062, 0.067, 0.119]],
  "homo_energy_ev": [-6.48, -6.47],
  "gap_ev": [5.7, 5.4],
  "de_lowest_kcal_mol": 19.0,
  "spin_multiplicity": 2,
  "total_charge": 0
}

***

{
  "formula": "C25H31F14I2N2O15S4",
  "method": "wB97M-V/def2-TZVPD",
  "species": ["I", "I", "S", "S", "S", "S", "F", "F", "F", "F", "F", "F", "F", "F", "F", "F", "F", "F", "F", "F", "O", "O", "O", "O", "O", "O", "O", "O", "O", "O", "O", "O", "O", "O", "O", "N", "N", "C", "C", "C", "C", "C", "C", "C", "C", "C", "C", "C", "C", "C", "C", "C", "C", "C", "C", "C", "C", "C", "C", "C", "C", "C", "H", "H", "H", "H", "H", "H", "H", "H", "H", "H", "H", "H", "H", "H", "H", "H", "H", "H", "H", "H", "H", "H", "H", "H", "H", "H", "H", "H", "H", "H", "H"],
  "positions_angstrom": [[1.004965, 5.711123, 3.751329], [2.517540, 2.404967, -4.776759], [2.117340, -8.544446, -7.708356], [-3.484882, 2.839007, -0.897217], [-5.391267, -0.755101, 7.175288], [1.022684, -0.341825, 3.386765], [2.023968, 3.570133, 5.485496], [0.354633, -4.734350, -0.786702], [2.564322, 1.600977, 5.022859], [1.046220, -0.506938, 4.994076], [1.144747, -3.534187, -2.950660], [3.636594, -4.675665, -3.895382], [3.109542, -5.058082, -1.380251], [1.231457, -3.292629, 0.647592], [0.664726, 1.323304, 6.894108], [-0.196186, 3.258667, 6.382981], [3.942461, -2.998013, -0.788538], [1.916214, -1.689482, -1.965840], [-0.805067, 1.537741, 5.169530], [5.200862, -3.355017, -2.987995], [-4.504564, 0.584448, 7.373161], [-1.017427, -1.839045, 0.389906], [0.746179, -8.810766, -7.976041], [-4.566247, -1.368986, 5.925740], [-6.683463, -0.374350, 6.725798], [-3.467793, 3.825880, -2.171622], [-4.993778, 2.303914, -1.059627], [-5.185665, -1.599124, 8.299340], [-2.592765, 1.752272, -1.152590], [3.164502, -8.973868, -8.566660], [2.442230, -9.038447, -6.203908], [-0.116105, -1.146351, 2.977607], [2.287754, -6.957069, -7.450304], [-3.408907, 3.633505, 0.281648], [2.258757, -0.907665, 2.878018], [1.126435, 2.559967, 3.472362], [2.516889, 5.591645, -0.852587], [3.136856, -3.719343, -1.657372], [0.442375, 5.249982, 0.626188], [-3.631302, -0.404569, 5.445179], [0.662714, 1.359573, 1.303919], [2.288183, -6.709029, -6.043599], [-0.621601, -2.504001, -0.803278], [-4.649484, 3.621919, -2.956854], [0.140583, 2.662789, -0.991939], [1.189578, 1.859141, -3.164581], [3.834727, -3.559482, -3.094189], [0.698007, -3.390721, -0.613631], [0.484781, 2.657654, 0.533178], [-3.281295, 0.445881, 6.652792], [0.527826, 0.070327, 0.435785], [0.254957, 2.064645, 5.848231], [0.949686, 1.353877, 2.739476], [1.504837, 2.670756, -1.819122], [0.624197, 3.872993, 1.359373], [-1.003890, -0.409987, 0.249987], [1.479100, 2.473020, 4.880899], [0.936127, 3.777404, 2.808357], [1.713378, -3.046272, -1.770001], [-5.700761, 3.154690, -1.970488], [2.927605, -7.939884, -5.429708], [1.841733, 6.000949, 0.407574], [1.848142, 3.687524, -2.123742], [-1.436020, -3.254259, -1.034731], [-6.111413, 3.992143, -1.401192], [-0.253559, 5.936098, 1.190236], [-0.538228, -1.849290, -1.708489], [-2.758001, -0.899400, 5.020672], [2.981103, 4.698998, -0.628598], [-0.561883, 3.488620, -1.273233], [2.555983, 5.764039, 1.253594], [-4.434814, 2.852247, -3.701870], [1.249384, -6.599534, -5.719236], [2.265418, 2.057094, -1.272808], [0.909339, 0.218246, -0.616237], [3.433545, -2.681012, -3.668993], [0.117541, 2.005776, -3.480327], [-0.388988, 1.721668, -1.303604], [-2.887977, 1.420917, 6.374690], [-2.562907, -0.064752, 7.300999], [-4.122832, 0.191303, 4.670976], [2.836160, -5.798232, -5.814489], [0.002051, 5.146443, -0.393765], [-1.403907, -0.148890, -0.766004], [3.309649, 6.236551, -0.972512], [-1.692046, 0.042938, 1.005211], [-4.936241, 4.542848, -3.461328], [1.302438, 0.754837, -2.966175], [-6.512159, 2.613435, -2.452648], [4.015963, -7.909517, -5.525000], [2.660121, -8.064861, -4.381511], [1.659028, 7.104810, 0.378355], [1.079285, -0.815241, 0.833021]],
  "atomic_forces_ev_per_a": [[-0.105, -1.169, -0.048], [-0.439, -0.233, 0.512], [0.020, 0.139, 0.266], [-1.253, 0.227, -0.698], [0.129, -0.012, 0.007], [0.877, -5.846, -1.374], [-1.160, -0.504, -1.636], [0.567, 1.655, 0.123], [-2.132, 0.276, -0.957], [-0.018, 1.350, -1.698], [0.551, 0.736, 1.485], [0.143, 0.967, 1.271], [-0.274, 1.778, 0.439], [-0.219, 0.285, -1.624], [-0.638, 0.514, -1.829], [0.368, -1.606, -0.937], [-1.454, -1.236, -0.530], [-0.393, -1.346, 0.594], [1.564, 0.063, 0.695], [-1.618, -0.552, 0.285], [-0.359, -0.236, -0.473], [0.119, 0.772, -0.997], [0.397, -0.126, -0.054], [0.063, 0.215, 0.564], [0.276, -0.074, 0.277], [0.064, -0.235, 0.809], [0.969, -0.109, -0.120], [-0.230, 0.120, -0.340], [-0.434, 0.391, 0.440], [-0.394, 0.127, 0.029], [-0.399, 0.336, -0.405], [0.535, 2.748, 1.113], [0.351, -0.566, -0.036], [0.613, -0.362, -0.165], [-0.932, 2.052, 1.368], [-0.602, 0.707, -2.210], [0.308, -0.089, 0.875], [1.711, 0.196, -1.533], [0.670, 0.542, 0.392], [0.007, 0.376, -0.349], [0.351, 0.805, -0.047], [-0.431, 0.036, 0.381], [-0.705, -1.396, 0.148], [-0.341, -0.383, -0.560], [0.766, -0.493, 0.508], [-0.533, -0.353, 0.981], [0.572, 0.551, -1.242], [-1.144, -0.150, -0.061], [-0.006, 0.045, 2.998], [0.404, -0.316, 0.185], [-0.649, -0.160, -0.274], [-0.706, 1.537, 1.372], [-0.809, 1.293, -2.182], [-0.870, -0.883, -1.358], [-0.215, -1.444, -0.546], [0.473, -0.201, 0.014], [2.618, -0.762, 3.094], [-0.324, 0.363, -1.788], [0.386, -1.096, -0.337], [-0.334, 0.673, -0.018], [0.502, 0.259, 0.111], [0.179, -0.223, 0.513], [-0.236, -0.822, 0.759], [0.954, 0.678, 0.173], [-0.015, -0.028, -0.062], [0.750, -0.929, -0.424], [0.114, -0.312, 0.911], [-0.142, -0.198, 0.092], [-0.216, 0.417, -0.408], [0.915, -0.608, 0.378], [-1.038, 0.529, -0.516], [-0.027, 0.041, 0.015], [0.048, -0.001, 0.067], [-0.330, 0.930, -0.372], [-0.054, 0.317, 1.369], [0.270, -0.800, 0.704], [1.245, 0.133, 0.083], [0.549, 0.997, 0.825], [-0.320, 0.067, 0.133], [0.049, 0.009, -0.075], [0.049, 0.024, 0.014], [0.041, -0.067, -0.283], [0.362, -0.283, 0.966], [0.491, -0.072, 1.000], [-0.480, -0.249, -0.168], [0.670, -0.574, -0.481], [0.221, 0.061, 0.174], [0.034, 1.127, -0.356], [0.156, -0.211, 0.164], [-0.032, 0.045, 0.034], [-0.110, -0.189, -0.131], [0.101, -0.983, 0.074], [-0.449, 0.980, -0.085]],
  "homo_energy_ev": -12.04,
  "gap_ev": 6.4,
  "total_charge": 1
}